The following is a DFT calculation (ωB97M-V with the def2-TZVPD basis set) of C20H44Br6N7O9Y as an isolated structure.

XYZ file:
```
87
Properties=species:S:1:pos:R:3:forces:R:3
Y 0.965 2.030 -1.753 -1.31 -3.57 3.22
N -0.462 -0.443 0.429 1.08 -1.46 -0.45
O 0.216 0.329 -0.291 1.11 1.17 -0.83
O -1.572 -0.147 0.772 -2.21 0.99 0.55
O 0.014 -1.536 0.729 0.60 -0.34 -0.12
C -2.094 -1.476 -2.919 -1.15 -0.23 -1.03
C -1.775 -0.122 -3.400 1.83 -0.13 -0.40
O -0.913 0.523 -2.806 1.05 2.10 1.32
N -2.241 0.316 -4.561 0.42 1.11 -0.87
C -2.629 -0.548 -5.631 -2.11 -1.31 0.34
H -2.029 -1.550 -1.833 -0.19 -0.11 -0.25
H -1.473 -2.212 -3.430 0.41 0.05 0.22
H -3.065 -1.665 -3.376 -0.44 -0.57 0.90
H -2.003 1.250 -4.861 0.39 -0.04 0.49
H -3.585 -0.924 -5.267 -0.42 -0.43 -0.81
H -2.018 -1.442 -5.752 0.46 0.34 -0.18
H -2.818 -0.036 -6.574 0.32 0.08 0.28
C -0.551 3.213 2.263 -0.93 0.41 1.01
C 0.836 3.348 1.711 -0.75 -0.51 1.32
O 1.028 2.936 0.584 1.28 -0.37 -3.26
N 1.808 3.841 2.475 0.57 0.53 0.70
C 3.216 3.971 2.111 0.72 -0.74 -0.56
H -1.172 2.394 1.898 0.89 -0.44 -0.31
H -1.162 4.065 1.967 0.25 0.48 0.09
H -0.601 3.146 3.349 0.21 0.20 0.05
H 1.596 4.114 3.424 -0.30 -0.05 -0.17
H 3.561 3.082 1.582 -0.39 -0.11 -0.29
H 3.897 3.976 2.961 -0.63 0.30 0.42
H 3.480 4.825 1.488 -0.48 0.18 0.05
C -0.648 -2.390 4.200 0.97 -0.53 -0.80
C -1.542 -1.334 4.695 0.64 0.77 1.74
O -1.415 -0.943 5.835 -0.34 0.27 1.14
N -2.320 -0.707 3.826 -1.76 1.50 -1.57
C -3.282 0.421 4.092 0.08 -1.22 -0.06
H 0.273 -2.237 4.764 -0.04 -0.34 0.01
H -0.403 -2.218 3.151 -0.03 -0.25 -0.19
H -0.994 -3.416 4.324 -0.14 0.18 0.14
H -2.332 -1.142 2.915 -0.32 0.55 0.04
H -3.340 1.088 3.232 0.33 -0.06 -0.08
H -3.107 1.011 4.992 0.78 -0.35 -0.09
H -4.290 0.034 4.241 -0.06 -0.25 -0.10
C 3.653 -0.838 0.185 1.07 0.28 0.37
C 3.915 0.617 -0.181 0.97 -2.32 0.11
O 3.012 1.258 -0.655 -4.05 2.90 -2.04
N 5.089 1.218 -0.109 0.50 -0.31 0.68
C 6.292 0.647 0.424 1.58 -0.26 0.57
H 4.425 -1.496 -0.214 0.10 0.13 -0.07
H 2.688 -1.221 -0.150 0.24 0.67 0.19
H 3.724 -0.950 1.267 -0.11 -0.05 0.14
H 5.042 2.204 -0.324 0.24 -0.11 -0.09
H 6.217 0.262 1.441 -0.48 -0.03 0.00
H 7.088 1.388 0.492 -0.29 0.28 -0.17
H 6.736 -0.143 -0.182 -0.41 -0.08 -0.25
C 2.021 -1.644 -4.637 0.08 0.89 1.64
C 1.761 -1.130 -3.186 0.22 -1.92 -0.84
O 1.845 0.083 -2.943 -0.30 1.69 0.61
N 1.530 -2.062 -2.242 0.02 1.23 -0.74
C 1.113 -3.438 -2.478 -0.49 0.45 -0.51
H 1.093 -2.022 -5.066 0.17 -0.04 -0.15
H 2.796 -2.409 -4.594 -0.23 -0.19 -0.13
H 2.422 -0.783 -5.173 -0.27 -0.19 -0.21
H 1.378 -1.725 -1.302 -0.21 0.23 0.00
H 0.541 -3.675 -1.581 0.37 -0.75 -0.09
H 1.935 -4.099 -2.753 -0.08 -0.05 0.56
H 0.402 -3.465 -3.303 -0.04 -0.02 -0.06
C -2.694 4.757 -0.696 1.37 -1.14 0.99
C -2.104 3.300 -0.634 -1.88 0.41 0.30
O -1.018 3.042 -1.192 1.51 0.11 -1.11
N -2.781 2.319 -0.044 -0.62 0.31 -0.68
C -4.120 2.471 0.529 -0.02 0.94 0.31
H -3.284 4.889 -1.603 0.17 0.10 0.09
H -1.821 5.403 -0.615 0.03 0.11 -0.82
H -3.239 5.071 0.195 -0.51 -0.59 -0.14
H -2.439 1.374 -0.145 0.54 -0.17 0.16
H -4.552 1.587 0.997 0.71 -0.24 -0.16
H -4.851 2.799 -0.211 0.13 0.13 -0.06
H -4.003 3.234 1.298 -0.56 -0.02 0.10
C -3.073 -3.473 1.524 -0.98 -0.88 0.22
Br -4.198 -3.652 -0.155 1.15 0.04 1.08
Br -1.700 -4.865 1.794 -0.79 0.89 -0.74
Br -4.313 -3.569 3.065 0.66 0.28 -0.79
H -2.598 -2.494 1.465 -0.05 -0.33 -0.01
C 2.075 -4.339 1.172 0.46 -0.54 0.48
Br 1.449 -6.179 1.415 0.15 0.73 -0.37
Br 3.503 -4.302 -0.173 -0.20 -0.10 0.50
Br 2.682 -3.709 2.928 -0.17 0.07 -0.84
H 1.307 -3.666 0.790 -0.10 -0.35 0.36
```
Positions in Å, forces in eV/Å.

Total charge: +2
Frontier orbital gap (eV): 6.05